1.
Computed, not measured: a 4-piece molecular cluster, C26H49BNO8 overall in a non-equilibrium geometry, with ωB97M-V with the def2-TZVPD basis set.

```
! RIJCOSX wB97M-V def2-TZVPD def2/J DEFGRID3
* xyz 0 2
C -2.08208 -1.67702 3.99614
B -1.32653 -2.41892 2.71648
O -1.86755 -3.76978 2.34475
C -0.10062 -1.72255 1.87077
C 1.25834 -1.85021 2.77695
C 2.16456 -3.18624 2.49476
O 1.73703 -4.35992 2.02261
O 3.61688 -3.08146 2.85813
C 4.46814 -3.42098 1.70761
C 5.15159 -4.94699 1.72550
O 4.70982 -2.52374 0.72638
C -0.44962 -0.08919 1.79896
C 0.12853 0.64110 0.45000
C 1.79676 0.69451 0.38503
C -0.33490 2.24377 0.56749
N -0.47204 0.12221 -0.83783
O 0.28117 0.42441 -1.91296
C -0.81325 -1.35127 -0.77820
C -2.45825 -1.45499 -0.58326
C -0.51309 -2.06583 -2.26022
C 0.04550 -2.21849 0.31596
H -1.99537 -2.38965 4.92095
H -1.63021 -0.63192 4.26765
H -3.23497 -1.50145 3.76085
H -1.12998 -4.42008 2.53919
H 0.89991 -1.92570 3.91255
H 1.96100 -0.89360 2.74068
H 6.27924 -4.77835 2.07888
H 4.63756 -5.59143 2.56961
H 5.11473 -5.44022 0.66335
H 0.05359 0.40492 2.74269
H -1.62645 0.08526 1.84193
H 2.18750 1.61448 -0.26277
H 2.23699 -0.26688 -0.15859
H 2.23276 0.85519 1.46213
H 0.54267 2.75898 1.19146
H -0.47147 2.74730 -0.48216
H -1.33793 2.29973 1.21145
H -3.01445 -0.80584 -1.40960
H -2.83368 -1.10072 0.46776
H -2.86947 -2.55937 -0.73277
H -1.15358 -1.48531 -3.08176
H 0.62459 -2.09354 -2.53246
H -0.99044 -3.15716 -2.21948
H -0.30104 -3.34417 0.25730
H 1.18065 -2.18755 -0.05208
C 3.34870 6.02421 -1.67467
C 2.62751 6.42524 -0.41380
C 2.16671 5.08897 0.12629
O 3.13420 4.11565 -0.29052
C 3.99386 4.71731 -1.26839
H 4.07161 6.76641 -2.02254
H 2.62287 5.84901 -2.47767
H 3.33352 6.88768 0.28604
H 1.80443 7.12452 -0.58128
H 1.19897 4.80111 -0.29794
H 2.08512 5.08328 1.21706
H 4.96855 4.88577 -0.79762
H 4.12714 4.03468 -2.11215
C -0.20472 7.57170 -5.61408
C -0.62322 6.19293 -6.05520
C 0.58585 5.36148 -5.68577
O 1.18460 5.98367 -4.54057
C 0.58862 7.27577 -4.36017
H -1.04321 8.25018 -5.43778
H 0.44780 8.02168 -6.37176
H -1.49335 5.86583 -5.47385
H -0.87713 6.12871 -7.11629
H 1.32796 5.35938 -6.49114
H 0.32576 4.32591 -5.44824
H -0.06353 7.22294 -3.48157
H 1.36860 8.01860 -4.17168
C -3.93282 -6.41006 3.13503
C -4.58671 -7.73365 2.83291
C -5.88759 -7.30490 2.18986
O -5.63259 -6.05996 1.52486
C -4.35198 -5.57144 1.94747
H -2.84788 -6.47219 3.25129
H -4.35351 -5.98999 4.05639
H -3.97885 -8.29118 2.11059
H -4.73355 -8.36309 3.71425
H -6.66385 -7.12906 2.94210
H -6.26028 -8.03796 1.46862
H -3.65552 -5.69292 1.11068
H -4.42462 -4.50755 2.18943
*
```

Properties
⟨S²⟩: 0.755
HOMO (alpha / beta), Ha: -0.318 / -0.340
Kohn-Sham gap (alpha / beta), eV: 8.7 / 9.2

---

2.
Computed, not measured: C26H50BBr3CaCl2F3MgN2Na2O9PS as an isolated structure in a non-equilibrium geometry, with ωB97M-V with the def2-TZVPD basis set.

```
! RIJCOSX wB97M-V def2-TZVPD def2/J DEFGRID3
* xyz 0 1
C -6.61628 -0.51815 3.87253
O -6.31151 0.80152 3.36924
C -6.19375 0.79980 1.97623
C -6.31492 2.24175 1.47762
C -5.01928 2.79125 0.80477
C -4.56979 4.15162 1.35122
C -3.37761 4.64131 0.48846
C -1.97769 4.54464 1.16316
C -0.96755 3.94597 0.12156
C -0.41476 2.59288 0.58621
P 0.54389 1.64734 -0.77172
C 1.13294 3.18968 -1.74681
C 2.30780 2.82386 -2.64431
F 0.12687 3.63380 -2.62217
O 0.16109 0.12895 0.09776
C 1.04527 -0.05789 1.23693
B 1.05764 -1.62001 1.48233
N 0.45902 -2.11886 2.70092
O 1.56355 -2.51457 0.56910
C 2.34208 0.69562 0.98618
C 3.19704 1.04886 2.19250
C 2.61229 2.09086 3.14172
O 1.33575 1.79775 3.64223
C 2.60044 3.53552 2.57833
N 3.72182 4.44500 3.05545
S 3.52382 -0.27108 -0.13607
C 4.34222 -1.59143 0.71503
O 2.80488 -0.79575 -1.26939
O 4.54855 0.66502 -0.56978
O 2.09139 1.74922 0.17587
H -7.38397 -0.99202 3.26524
H -5.70184 -1.11485 3.75065
H -6.89520 -0.53133 4.91745
H -5.20079 0.40981 1.74700
H -6.96745 0.17294 1.51511
H -6.56290 2.85016 2.34123
H -7.10058 2.31548 0.73094
H -4.21375 2.08547 0.99627
H -5.26919 2.89410 -0.24925
H -5.36617 4.89199 1.37697
H -4.28771 3.96336 2.38549
H -3.35991 4.09501 -0.44658
H -3.58446 5.69357 0.30524
H -1.97738 3.92734 2.05859
H -1.64678 5.52763 1.49584
H -0.18954 4.69253 -0.01314
H -1.53848 3.83554 -0.79200
H -1.28040 1.96424 0.80669
H 0.10284 2.74412 1.52881
H -0.64547 1.43318 -1.57324
H 1.21185 0.88812 -1.78469
H 1.49050 4.00186 -1.11383
H 3.06294 2.26594 -2.09600
H 1.96869 2.26606 -3.51278
H 2.77612 3.75817 -2.96143
H 0.46195 0.32805 2.07651
H 0.67367 -3.10203 2.83937
H -0.53240 -2.04002 2.63687
H 0.80173 -3.03234 0.29675
H 4.13551 1.44939 1.80045
H 3.43949 0.16273 2.77753
H 3.27084 2.06832 4.04362
H 1.36356 0.89598 3.98417
H 1.66313 3.96933 2.91018
H 2.62269 3.58800 1.49815
H 4.09991 4.90931 2.24307
H 4.49408 3.91749 3.41120
H 4.26486 -2.54747 0.03914
H 3.92871 -1.81350 1.69731
H 5.39333 -1.35156 0.83621
C -5.35616 -3.50873 1.10502
Br -5.23490 -4.73500 2.51783
Br -7.08685 -2.70927 0.95900
Br -3.95311 -2.13591 1.23068
H -5.17063 -4.08681 0.18202
Ca -3.60535 -3.11307 -1.12230
F -7.45932 -2.16981 5.64289
Mg -0.51097 -2.81505 -1.35273
Cl 3.99620 -3.52165 -1.50457
Cl -3.86880 -5.79123 0.00597
F -0.00771 -0.94373 -7.02354
C 1.12280 -1.44407 -6.51219
C 1.90295 -2.27253 -7.30010
C 3.08021 -2.78897 -6.77107
C 3.45047 -2.47928 -5.46255
C 2.64747 -1.64777 -4.68256
C 1.47486 -1.11813 -5.21206
H 1.58739 -2.50717 -8.30762
H 3.70594 -3.43535 -7.37161
H 4.36363 -2.88778 -5.04294
H 2.93700 -1.41480 -3.65670
H 0.84104 -0.46370 -4.62600
Na 4.27292 -0.16549 -5.98463
O 2.30340 -7.64620 -0.58214
C 3.37166 -8.21958 -0.69498
C 4.43555 -7.02720 -1.81894
O 5.51566 -7.58020 -1.98689
H 3.45488 -9.14489 -1.29737
H 4.05883 -8.31699 0.16653
H 4.39453 -6.06974 -1.26373
H 3.78712 -6.87785 -2.70917
Na 4.27207 3.12331 4.68225
*
```

Properties
HOMO, Ha: -0.194
Kohn-Sham gap, eV: 2.7

---

3.
Computed, not measured: a 3-piece molecular cluster, C26H50BBr3ClN6O7S4 overall in a non-equilibrium geometry, with ωB97M-V with the def2-TZVPD basis set.

```
! RIJCOSX wB97M-V def2-TZVPD def2/J DEFGRID3
* xyz 1 1
C -4.69370 -0.43173 3.49011
C -3.40003 -0.28800 4.30097
S -2.13705 -1.51447 3.91694
C -2.05493 -1.47393 2.06765
N -0.79441 -1.06093 1.51947
C 0.00559 -1.97899 0.74007
B -0.87301 -2.99784 -0.25753
C -1.37411 -4.39345 0.28098
O -1.20303 -2.71446 -1.57644
N 0.79995 -2.93551 1.54404
C 0.51678 -3.18891 2.94943
C 1.87260 -3.60673 0.99052
C 3.19559 -3.60143 1.78560
O 1.86373 -4.22999 -0.05768
C 0.82842 -1.19171 -0.25424
N 1.57466 0.07253 0.17961
Cl 1.55633 1.01261 -1.36291
C 3.04012 -0.37025 0.26861
C 4.17029 0.41837 0.91267
S 5.71094 0.09563 -0.03121
C 5.22508 1.00202 -1.44056
N 5.07516 2.25463 -1.47679
N 4.61337 2.53221 -2.74169
C 4.53013 1.45719 -3.37273
O 4.90608 0.40765 -2.59281
C 0.88185 0.79289 1.33820
C 1.34896 0.08597 2.63142
C 2.41828 0.55458 3.64481
O 2.56118 -0.18940 4.58210
Br 3.59629 2.09689 3.70164
C 0.84215 2.33650 1.34485
Br 2.40231 3.30037 0.52234
C 0.60990 3.15501 2.64897
C 0.06403 2.63144 3.98854
Br -0.63666 4.62934 2.11445
C -0.65094 0.34896 1.24264
O -1.29340 0.94631 2.36108
C -1.50732 0.87707 0.04270
N -2.20883 -0.20225 -0.68134
C -3.57895 0.18771 -1.05098
H -4.65399 0.14080 2.56863
H -4.91217 -1.46261 3.22826
H -5.52358 -0.03993 4.07131
H -3.66311 -0.36017 5.34882
H -3.03248 0.72472 4.15771
H -2.32846 -2.49536 1.85062
H -2.88659 -0.90682 1.67467
H -0.55909 -5.11194 0.34989
H -2.10252 -4.81592 -0.40232
H -1.85299 -4.34861 1.25944
H -0.46216 -2.89886 -2.16712
H -0.49171 -3.58217 3.05108
H 0.55375 -2.28810 3.55741
H 1.16858 -3.92811 3.39722
H 3.98000 -3.39790 1.06534
H 3.38306 -4.58417 2.19769
H 3.19372 -2.83146 2.55538
H 0.14704 -0.90296 -1.03700
H 1.50291 -1.85804 -0.78006
H 3.34154 -0.61111 -0.73752
H 3.02590 -1.34228 0.75010
H 4.41017 0.03411 1.89692
H 4.13598 1.49402 0.98936
H 4.18488 1.31560 -4.37498
H 0.49402 -0.09850 3.26896
H 1.66801 -0.92712 2.41315
H 0.12067 2.67086 0.62074
H 1.46447 3.75009 2.89355
H -0.99967 2.81914 4.06216
H 0.18536 1.58422 4.22923
H 0.49601 3.19949 4.80406
H -1.46454 1.88037 2.19186
H -2.31549 1.52672 0.35410
H -0.97366 1.48096 -0.69595
H -1.74193 -0.36465 -1.56222
H -4.27136 0.06093 -0.22586
H -3.63551 1.21194 -1.43418
H -3.91380 -0.46085 -1.86141
C 4.80019 5.48066 -4.72248
S 3.08295 5.24489 -4.25794
O 2.57844 4.06730 -5.02020
C 2.46073 6.71534 -5.08244
H 5.36739 4.63621 -4.33861
H 4.88412 5.52138 -5.80878
H 5.17193 6.40343 -4.27725
H 2.70009 6.67152 -6.14485
H 2.90730 7.59958 -4.62809
H 1.38116 6.74464 -4.95163
C -5.42785 -4.02736 -3.84390
S -5.05266 -2.27448 -3.93650
O -5.34308 -1.69332 -2.59349
C -6.42458 -1.83748 -5.00853
H -4.70355 -4.49236 -3.17838
H -6.43341 -4.16635 -3.44760
H -5.34554 -4.46751 -4.83744
H -7.36422 -2.12108 -4.53510
H -6.31143 -2.34624 -5.96558
H -6.40265 -0.76102 -5.16374
*
```

Properties
HOMO, Ha: -0.390
Kohn-Sham gap, eV: 6.6

---

How do the records compare in molar mass? In the order shown, they have 514.489; 1086.519; 972.966 g mol⁻¹.